# C86H137N12O12

A 12-piece molecular cluster, C86H137N12O12 overall at a distorted geometry (the ωB97M-V functional and the def2-TZVPD basis, the Open Molecules 2025 dataset).

Structure (XYZ):
```
247
Properties=species:S:1:pos:R:3:forces:R:3:mulliken_charge:R:1
C -5.26934 13.02617 21.51614 -0.248 0.165 1.244 -2.199
C -4.71118 14.41395 21.17338 -1.105 -1.012 -1.406 1.715
C -4.83149 14.47352 19.62569 0.688 0.204 0.724 -0.313
C -4.67144 15.85577 19.10434 -0.593 0.428 -1.036 -1.006
C -5.65871 16.89983 19.63082 0.619 -2.270 -1.287 -1.082
C -5.60911 16.93380 21.15688 -4.236 0.691 0.354 1.227
N -5.67859 15.52809 21.66900 -1.043 -2.598 7.432 0.743
O -6.39571 15.19999 22.85201 4.228 2.480 -7.970 -0.312
C -6.94258 17.58300 21.66012 0.110 0.402 0.828 -1.732
C -4.44043 17.77446 21.64205 0.924 -0.903 -0.153 -1.526
C -3.29493 14.61217 21.70749 0.218 0.169 1.899 -1.579
H -4.63396 12.22240 21.14419 0.260 0.298 -0.354 0.288
H -6.25936 12.86880 21.08813 0.007 0.158 -0.119 0.506
H -5.37267 12.89157 22.59285 0.134 0.015 0.160 0.577
H -5.75809 13.96409 19.36116 0.046 0.223 -0.341 0.593
H -3.97029 13.95466 19.20473 -0.279 -0.717 0.242 -0.275
H -4.95094 15.76279 18.05489 0.668 0.263 -0.332 0.483
H -3.62165 16.13357 19.19847 -0.062 0.324 -0.182 0.363
H -6.62203 16.54403 19.26543 -0.399 0.085 0.428 0.415
H -5.46918 17.76634 18.99730 0.058 0.839 1.202 0.445
H -6.90809 17.89685 22.70338 0.645 0.329 0.015 0.419
H -7.84049 16.96853 21.72580 0.187 -0.443 -0.937 0.402
H -7.12442 18.46443 21.04521 -0.046 -0.079 0.039 0.471
H -4.79103 18.80373 21.56595 0.222 -0.060 0.261 0.425
H -3.64874 17.59082 20.91569 0.310 0.371 0.294 0.421
H -4.10938 17.46953 22.63478 -0.080 0.470 0.056 0.355
H -3.31515 14.43736 22.78320 -0.440 0.390 0.443 0.505
H -2.79598 15.57687 21.61521 -0.232 -0.122 -0.605 0.380
H -2.60980 13.79279 21.49001 -0.271 0.024 -1.223 0.248
C -1.87972 10.43122 23.61591 0.851 -0.107 0.349 -1.261
C -1.33964 9.32714 24.61414 -0.527 -0.899 0.928 1.529
C -2.12027 8.01401 24.47814 0.080 -0.878 -1.702 -1.698
C -1.78836 7.13960 23.18305 -0.813 0.524 2.604 0.739
C -0.33662 6.75200 23.31684 0.955 1.351 -0.507 -1.567
C 0.63086 7.99805 23.42611 0.572 -0.702 -1.364 1.123
N 0.17765 8.99680 24.44425 5.393 4.822 1.556 0.749
O 1.16722 9.77721 25.05891 -6.931 -5.270 -3.803 -0.241
C 0.57861 8.71954 22.01371 -0.089 2.281 0.627 -1.203
C 2.06796 7.54098 23.65607 -0.242 0.194 0.670 -1.527
C -1.49940 9.75715 26.07687 -0.068 1.780 -0.314 -1.729
H -2.88525 10.75251 23.88753 0.106 -0.105 0.872 0.540
H -2.04601 10.16693 22.57160 0.669 -0.601 -0.058 -0.218
H -1.20301 11.28302 23.68367 -0.129 0.148 -0.166 0.412
H -3.15045 8.36952 24.49892 -0.197 -0.247 -0.082 0.452
H -1.98805 7.37260 25.34946 0.163 0.136 0.088 0.565
H -2.13503 7.65329 22.28637 0.618 -0.003 -0.282 -0.580
H -2.33673 6.20254 23.27955 -0.349 0.076 -0.100 0.556
H -0.05061 6.24860 22.39331 0.396 -0.108 0.200 0.505
H -0.05223 6.13552 24.16959 -0.699 -0.322 0.016 0.432
H 0.76185 8.20976 21.06786 -0.473 -1.176 0.654 0.341
H 1.36614 9.47054 21.95118 0.177 0.187 0.576 0.462
H -0.34332 9.29895 21.96425 -0.030 -0.374 -0.548 0.051
H 2.79738 8.35094 23.66080 -0.148 -0.005 -0.337 0.419
H 2.27714 6.81913 22.86658 0.206 0.061 0.136 0.421
H 2.15989 7.07004 24.63477 0.005 -0.275 -0.029 0.443
H -1.24750 9.03856 26.85680 0.598 0.021 -0.401 0.463
H -2.51004 10.07840 26.32889 -0.392 -0.374 -0.574 0.380
H -0.98357 10.71608 26.12667 0.553 -0.209 0.775 0.463
C -14.08862 6.48081 15.84832 -1.086 0.422 0.573 -1.687
C -13.61243 7.98929 15.96222 2.763 0.093 -0.991 1.655
C -12.22987 8.09810 15.13879 -0.843 1.163 0.105 -0.897
C -12.42932 8.11775 13.65001 -0.913 -1.489 -0.877 -1.160
C -13.48566 9.13177 13.17067 0.469 -0.116 0.432 -1.084
C -14.90551 9.02572 13.88049 1.043 1.375 -0.944 1.214
N -14.67478 8.90241 15.39662 -7.158 -1.866 4.122 1.124
O -15.80515 9.05371 16.27330 7.495 -0.365 -5.682 -0.342
C -15.68625 7.81952 13.32479 -0.242 -1.774 -0.396 -1.489
C -15.74459 10.27910 13.60988 0.159 1.156 1.161 -1.677
C -13.36428 8.31349 17.41628 0.396 -0.968 0.311 -1.699
H -13.58552 5.72979 16.45739 0.989 0.803 0.370 0.354
H -14.07590 5.99854 14.87090 -0.391 0.736 -0.124 0.305
H -15.05770 6.52434 16.34539 -0.561 -0.398 -0.670 0.520
H -11.47599 7.36998 15.43815 -0.642 -0.661 0.180 0.663
H -11.68128 9.02033 15.33026 -0.564 0.502 0.585 0.020
H -12.76484 7.16905 13.23110 -0.090 -0.555 0.471 0.389
H -11.43149 8.15559 13.21297 -0.130 0.899 -0.339 0.484
H -13.73238 8.95615 12.12359 0.172 0.021 -0.032 0.558
H -12.98583 10.09853 13.23096 -0.851 0.453 0.293 0.344
H -15.15761 6.87971 13.16543 0.672 0.080 0.756 0.319
H -15.95284 7.95614 12.27677 -0.044 1.120 0.027 0.467
H -16.61889 7.52133 13.80372 0.067 0.587 0.461 0.363
H -15.20722 11.15645 13.96987 0.229 -0.044 0.338 0.312
H -16.66938 10.24640 14.18588 -0.115 -0.163 -0.265 0.441
H -15.95906 10.57283 12.58235 0.104 -1.013 -0.201 0.404
H -12.45889 7.74305 17.62356 -0.016 -0.374 0.246 0.448
H -14.18435 7.87251 17.98295 0.072 0.490 0.471 0.489
H -13.06372 9.32465 17.69072 -0.740 0.323 -0.535 0.140
C -2.91697 5.32400 19.49898 0.937 0.183 -0.542 -1.282
C -2.46701 5.72365 18.02995 -1.579 -1.086 1.646 1.440
C -3.67745 6.45276 17.38528 1.292 1.925 -1.253 -0.913
C -3.24764 6.86946 15.98053 -1.170 -1.600 -0.315 -0.985
C -1.99769 7.69232 15.92441 0.541 1.039 -0.012 -1.082
C -0.67310 7.30324 16.75284 -1.755 1.185 -0.442 1.405
N -1.22739 6.64064 18.06365 4.146 0.510 5.356 0.829
O -0.54735 6.80418 19.22000 -4.595 -0.985 -7.499 -0.254
C 0.19331 8.56508 17.06592 -0.798 -0.246 0.611 -1.525
C 0.07575 6.35752 15.85201 1.477 -1.109 -0.257 -1.637
C -2.08129 4.39436 17.25840 0.446 -0.028 0.715 -1.591
H -3.98827 5.13904 19.57787 0.046 -0.533 -0.785 0.224
H -2.82054 6.08029 20.27797 0.768 0.322 -0.324 -0.091
H -2.33065 4.43530 19.73253 -0.282 0.030 0.578 0.570
H -3.85502 7.40409 17.88683 -0.050 -0.073 0.747 0.070
H -4.62705 5.92039 17.33112 0.464 -0.613 0.401 0.517
H -4.05246 7.35734 15.43068 -0.033 0.698 0.363 0.408
H -3.26104 5.94880 15.39717 0.888 -0.143 -0.209 0.469
H -2.27855 8.71707 16.16750 0.117 0.099 0.434 0.376
H -1.72190 7.75607 14.87181 0.457 -0.064 0.083 0.444
H 1.10080 8.37964 17.64054 -0.010 -0.409 -0.236 0.406
H -0.37591 9.29351 17.64339 -0.247 -0.154 0.118 0.143
H 0.45872 9.08773 16.14695 -0.025 -0.439 -0.188 0.455
H 0.48143 6.89826 14.99695 -0.262 0.635 0.162 0.479
H -0.45669 5.54531 15.35710 -0.266 -0.003 0.600 0.353
H 0.98830 5.99312 16.32379 -0.136 -0.371 0.227 0.403
H -2.09874 4.42485 16.16896 0.065 0.224 0.332 0.348
H -2.67703 3.54487 17.59241 -0.954 0.513 -0.011 0.452
H -1.13985 3.98645 17.62637 0.590 0.578 -0.296 0.433
C -10.50982 9.60074 33.52682 -0.168 0.469 -0.096 -0.817
N -10.70917 10.29656 32.22227 -1.450 -1.114 -2.739 0.044
C -9.80088 11.12380 31.68212 0.205 0.910 0.522 -0.264
C -9.89764 11.71205 30.40596 -0.968 -0.911 0.611 -0.630
C -11.03827 11.41095 29.64909 0.598 -0.538 1.853 0.388
C -11.96401 10.50297 30.16001 0.473 -0.798 1.019 -0.570
C -11.74764 9.85611 31.40750 0.408 2.250 -0.564 -0.360
C -11.14699 11.90321 28.29028 0.503 -0.085 -1.524 0.714
C -10.15253 11.47689 27.40384 0.011 -0.376 -1.101 -0.567
C -10.11372 11.91150 26.08098 -0.856 1.092 0.187 -0.823
N -11.10776 12.75006 25.62743 -1.619 0.820 0.196 0.093
C -12.12119 13.12574 26.42631 0.451 -1.156 2.303 -0.111
C -12.14324 12.68946 27.79380 -0.609 1.371 -1.237 -0.638
C -11.16015 13.37040 24.21736 2.028 -1.142 1.393 -0.745
H -9.82486 8.77922 33.31695 -0.239 -0.127 0.385 0.367
H -11.51169 9.31906 33.85089 0.332 -0.375 0.119 0.311
H -10.10130 10.28775 34.26792 0.106 0.018 -0.194 0.370
H -9.03526 11.35429 32.40814 0.473 0.276 -0.340 0.463
H -9.16248 12.38436 29.98891 0.280 0.003 0.484 0.567
H -12.78885 10.25644 29.50788 -0.284 -0.383 0.406 0.484
H -12.43751 9.11542 31.78416 0.107 -0.036 0.198 0.432
H -9.54561 10.67693 27.80149 0.829 0.267 -0.467 0.588
H -9.33878 11.79740 25.33743 0.211 -0.667 0.266 0.805
H -12.89566 13.75797 26.01777 0.063 0.010 0.045 0.499
H -12.87805 13.03634 28.50523 -0.470 0.223 -0.388 0.565
H -10.99759 12.51620 23.56008 -0.263 0.372 -0.349 0.270
H -10.27090 14.00009 24.24613 -0.139 0.204 -0.614 0.460
H -12.04574 13.97200 24.01266 0.070 -0.445 0.467 0.125
C -12.90596 12.73484 20.34145 0.188 1.400 -0.742 -0.615
N -13.78192 13.96200 20.38385 -0.364 -2.561 -1.261 0.254
C -13.97418 14.47636 21.58191 -0.619 0.804 1.610 0.330
C -14.95484 15.36992 21.80831 -2.469 1.448 0.232 -0.951
C -15.87947 15.76355 20.78442 2.145 -0.025 0.471 0.769
C -15.63525 15.20160 19.58159 0.524 -1.353 -1.881 -0.702
C -14.64395 14.19567 19.37536 -0.369 2.278 0.516 -0.344
C -16.87968 16.82782 20.89706 -2.776 -0.624 1.016 0.449
C -18.22574 16.61890 20.55378 0.141 1.093 -0.319 -0.641
C -19.23598 17.62819 20.81668 1.467 -2.193 -1.334 -0.227
N -18.93079 18.69391 21.50725 3.011 -0.195 1.732 0.004
C -17.61257 18.81566 22.01351 -1.980 0.808 -1.050 -0.246
C -16.62063 17.95651 21.64259 0.700 0.642 0.528 -0.779
C -19.93929 19.69739 21.87891 -0.350 0.011 0.238 -0.869
H -13.58743 11.88583 20.28771 0.505 -0.125 -0.019 0.435
H -12.24913 12.77529 21.21039 -0.389 -0.266 0.151 -0.092
H -12.24080 12.87027 19.48861 -0.309 -0.489 -0.391 0.299
H -13.44188 14.08388 22.43574 0.384 0.005 -0.398 0.162
H -15.19760 15.74680 22.79088 0.521 -0.080 0.293 0.532
H -16.20864 15.57506 18.74604 0.000 -0.492 -0.408 0.607
H -14.50376 13.77131 18.39217 0.502 -0.433 -0.319 0.377
H -18.42697 15.70887 20.00812 -0.727 0.081 0.000 0.517
H -20.23027 17.55008 20.40235 -0.171 -0.124 0.143 0.511
H -17.52270 19.70393 22.62120 0.490 -0.080 0.044 0.415
H -15.58114 18.09272 21.90200 -0.096 0.599 0.519 0.596
H -20.78617 19.14624 22.28774 -0.244 0.227 -0.418 0.405
H -20.14840 20.28082 20.98227 -0.328 0.050 0.238 0.355
H -19.58393 20.32598 22.69542 0.253 0.015 -0.307 0.327
C -15.16932 -0.95665 22.76569 -2.184 -1.856 -1.392 -0.859
N -14.53508 0.28698 22.81231 -0.573 2.779 2.916 0.012
C -13.46712 0.58752 22.11133 0.893 -0.287 -0.935 -0.410
C -12.89133 1.82317 22.19389 -0.217 1.529 0.571 -0.702
C -13.46326 2.79181 23.06472 -0.264 -2.070 -0.822 0.747
C -14.64785 2.48459 23.69976 1.207 0.832 -0.024 -0.656
C -15.12153 1.22270 23.59825 -0.765 -0.121 0.386 -0.294
C -12.85306 4.05340 23.35352 1.758 1.224 -0.757 0.999
C -12.80640 4.65220 24.61438 0.174 -0.205 -0.180 -0.816
C -12.01283 5.78083 24.78585 -0.267 -0.882 -0.072 -0.409
N -11.31381 6.25862 23.74799 0.181 1.674 -0.735 0.244
C -11.43150 5.77601 22.50838 0.253 1.455 0.600 -0.156
C -12.16990 4.66503 22.32136 0.169 -0.354 -1.424 -0.756
C -10.59055 7.56128 23.93296 -0.832 -0.563 1.690 -1.195
H -14.52434 -1.81361 22.95991 -0.104 0.154 -0.291 0.336
H -15.63189 -0.86854 21.78265 0.277 -1.402 -0.568 0.446
H -16.09495 -0.97290 23.34106 0.560 -0.025 0.709 0.297
H -13.09249 -0.19848 21.47238 0.139 -0.027 -0.078 0.502
H -12.04585 2.06011 21.56505 0.217 -0.153 0.196 0.539
H -15.04243 3.29811 24.29042 -0.792 -0.577 0.264 0.596
H -15.99128 0.99823 24.19788 -0.084 -0.728 -0.304 0.384
H -13.34715 4.10515 25.37248 0.192 0.629 0.648 0.643
H -11.88561 6.35414 25.69222 -0.145 -0.394 0.253 0.482
H -11.07877 6.44965 21.74144 0.574 -0.767 -0.231 0.251
H -12.14416 4.34118 21.29137 -0.439 -0.482 0.009 0.534
H -11.37176 8.30215 24.10302 -0.040 0.192 -0.245 0.568
H -9.88464 7.90982 23.17909 -0.099 -0.968 -0.080 0.117
H -10.13987 7.39909 24.91207 0.690 0.438 -0.260 0.459
C -11.09135 9.32687 20.71382 -0.848 1.420 -0.998 -1.289
C -9.85840 8.74246 20.02807 -0.793 -0.783 0.530 0.658
N -8.62437 9.11937 20.70013 2.247 0.075 0.540 0.889
C -8.51884 10.08268 21.65784 -0.346 1.472 1.471 -0.726
C -7.29216 10.08991 22.25837 0.007 -1.480 -1.455 -0.884
N -6.58830 9.08010 21.61720 -2.270 -0.078 -2.963 0.598
C -7.39480 8.56278 20.58911 1.064 0.660 2.992 -1.167
C -5.17483 8.78976 21.79965 -0.188 0.078 1.000 0.057
H -11.37148 9.04841 21.72973 0.692 -0.412 0.016 0.087
H -11.98730 9.13351 20.12393 0.132 -0.605 -0.281 0.294
H -11.12295 10.41582 20.67779 0.395 0.286 0.150 0.234
H -9.72924 8.98324 18.97287 -0.579 0.076 0.079 0.247
H -9.98793 7.66879 20.16428 0.661 -0.364 -0.512 -0.278
H -9.29654 10.80229 21.86700 -0.124 -0.371 -0.170 0.575
H -6.81970 10.71073 23.00519 -0.233 -0.047 -0.092 0.751
H -7.04219 7.75468 19.96539 -0.382 -0.005 -0.142 0.709
H -5.12031 8.40425 22.81774 0.328 -0.416 -0.049 0.392
H -4.64990 9.74499 21.80885 0.285 -0.310 -0.642 -0.244
H -4.82589 8.06256 21.06650 0.174 0.448 0.036 -0.086
C -11.25381 11.85902 17.00183 1.607 1.546 0.499 -0.247
C -12.55019 12.33804 16.41017 -0.664 -0.313 -1.030 0.418
O -12.94690 13.51802 16.48150 0.463 0.565 1.505 -0.804
O -13.15530 11.43906 15.82903 -1.576 -1.988 -0.891 -0.467
H -11.44268 11.37313 17.95909 0.126 -0.026 0.271 -0.497
H -10.68154 12.78231 17.09207 0.383 0.072 0.857 0.455
H -10.58265 11.23678 16.40984 -0.732 -0.409 -0.368 0.221
C -6.74145 5.08798 20.82682 0.252 -0.190 0.008 -0.554
C -8.17686 5.38618 21.20570 2.383 -0.597 -0.066 0.584
O -8.92549 5.45495 20.25839 -3.004 0.692 -2.762 -0.720
O -8.44317 5.57654 22.37999 -1.094 0.884 3.310 -0.771
H -6.63214 4.04027 20.54670 -0.032 -0.006 -0.006 0.505
H -6.04904 5.30425 21.64038 0.139 0.146 -0.192 0.242
H -6.61510 5.67082 19.91445 0.717 -0.036 -0.046 0.015
C -1.93779 11.33537 19.43055 1.672 1.350 1.250 -0.879
C -2.88696 10.19713 19.62282 1.431 0.695 -2.891 0.325
O -3.91000 10.41163 19.01225 -4.762 0.408 -0.883 -0.604
O -2.53755 9.11051 20.06335 1.200 -2.087 2.327 -0.266
H -1.09648 11.22117 18.74698 0.186 -0.913 0.280 0.253
H -1.55594 11.51046 20.43635 0.752 0.544 0.062 0.223
H -2.33378 12.26601 19.02410 -0.769 -0.151 0.355 0.083
C -7.67262 9.58038 16.61109 0.835 -0.667 -0.786 -0.376
C -7.99404 8.47635 15.60780 -2.325 2.062 -1.527 0.726
O -7.23331 7.43156 15.73384 -0.063 -0.130 -0.165 -0.207
O -8.93576 8.61532 14.82053 1.584 -1.201 1.043 -0.535
H -8.05460 10.55362 16.30287 -0.701 -0.446 -0.075 0.349
H -6.59452 9.73686 16.57474 0.185 -0.315 0.997 0.451
H -8.11806 9.14128 17.50375 0.516 0.699 0.540 -0.372
```
Forces are in eV/Å.

Its expectation value of S² is 0.75. As for the HOMO-LUMO gap (alpha / beta): 2.63 / 2.65 eV. The calculation puts the LUMO energy (alpha / beta) at -16.08 / -16.06 eV. As for the multiplicity: 2. Its charge is +8.